[1]
Formula: C3H7N5O
Source: the Open Molecules 2025 dataset
Level of theory: ωB97M-V with the def2-TZVPD basis set

## Properties
SMILES string = [H]/N=C(\N=C\NC=O)NN
gap between HOMO and LUMO = 0.361 hartree
energy relative to the best compared isomer or geometry (same formula, charge and spin) = 66.30 kcal per mole
max |F| = 0.15970 Eh/bohr

Bonds (Å) are listed after each position.
Positions of all 16 atoms, in Å:
1 H 0.36 -1.57 2.19  N2 1.137
2 N -0.54 -0.91 2.44  H1 1.137, C3 1.367
3 C -0.56 0.13 1.55  N2 1.367, N4 1.473, N9 1.293
4 N 0.65 0.20 0.71  C3 1.473, C5 1.258
5 C 0.41 -0.01 -0.50  N4 1.258, N6 1.398, H11 1.053
6 N 1.45 -0.23 -1.41  C5 1.398, C7 1.432, H12 0.975
7 C 1.11 -0.62 -2.75  N6 1.432, O8 1.247, H13 1.191
8 O 1.97 -0.92 -3.60  C7 1.247
9 N -1.48 0.98 1.24  C3 1.293, N10 1.462, H14 1.091
10 N -2.56 1.30 2.17  N9 1.462, H15 0.987, H16 1.117
11 H -0.53 -0.24 -0.91  C5 1.053
12 H 2.36 0.05 -1.19  N6 0.975
13 H -0.07 -0.48 -2.87  C7 1.191
14 H -1.11 1.76 0.57  N9 1.091
15 H -2.07 1.12 3.00  N10 0.987
16 H -3.11 0.33 2.25  N10 1.117

***

[2]
Formula: C3H7N5O
Source: the Open Molecules 2025 dataset
Level of theory: ωB97M-V with the def2-TZVPD basis set

## Properties
SMILES string = N/N=c1\[nH]c(N)cn1O
gap between HOMO and LUMO = 0.299 hartree
energy relative to the best compared isomer or geometry (same formula, charge and spin) = 70.54 kcal per mole
max |F| = 0.03651 Eh/bohr

Bonds (Å) are listed after each position.
Positions of all 16 atoms, in Å:
1 N -2.28 1.30 0.83  N2 1.452, H10 1.009, H11 1.021
2 N -1.78 -0.06 0.78  N1 1.452, C3 1.285
3 C -0.69 -0.09 0.11  N2 1.285, N4 1.357, N8 1.377
4 N -0.02 0.92 -0.51  C3 1.357, C5 1.418, H12 1.009
5 C 1.32 0.49 -0.71  N4 1.418, N6 1.387, C7 1.359
6 N 2.21 1.25 -1.45  C5 1.387, H13 1.057, H14 1.040
7 C 1.42 -0.80 -0.30  C5 1.359, N8 1.389, H15 1.093
8 N 0.12 -1.19 0.03  C3 1.377, C7 1.389, O9 1.370
9 O -0.14 -2.17 0.96  N8 1.370, H16 0.972
10 H -3.15 1.35 0.32  N1 1.009
11 H -2.47 1.50 1.81  N1 1.021
12 H -0.37 1.86 -0.53  N4 1.009
13 H 3.02 0.66 -1.80  N6 1.057
14 H 2.59 2.07 -0.92  N6 1.040
15 H 2.23 -1.53 -0.38  C7 1.093
16 H -0.79 -1.74 1.55  O9 0.972

***

[3]
Formula: C3H7N5O
Source: the Open Molecules 2025 dataset
Level of theory: ωB97M-V with the def2-TZVPD basis set

## Properties
SMILES string = C=NN(/C=N\N)/C=N\O
gap between HOMO and LUMO = 0.354 hartree
energy relative to the best compared isomer or geometry (same formula, charge and spin) = 166.59 kcal per mole
max |F| = 0.18151 Eh/bohr

Bonds (Å) are listed after each position.
Positions of all 16 atoms, in Å:
1 C 1.96 -1.14 -0.37  N2 1.255, H10 1.108, H11 1.171
2 N 0.94 -1.79 -0.03  C1 1.255, N3 1.475
3 N -0.11 -0.75 0.03  N2 1.475, C4 1.474, C7 1.375
4 C -0.27 0.52 -0.70  N3 1.474, N5 1.316, H12 0.990
5 N 0.47 1.54 -0.33  C4 1.316, N6 1.362
6 N 1.30 1.61 0.75  N5 1.362, H13 1.031, H14 0.988
7 C -1.37 -1.11 0.43  N3 1.375, N8 1.221, H15 1.064
8 N -2.50 -0.65 0.54  C7 1.221, O9 1.638
9 O -2.70 0.63 -0.45  N8 1.638, H16 0.921
10 H 2.21 -0.07 -0.54  C1 1.108
11 H 2.93 -1.78 -0.54  C1 1.171
12 H -0.65 0.72 -1.59  C4 0.990
13 H 0.89 1.24 1.62  N6 1.031
14 H 1.77 2.48 0.76  N6 0.988
15 H -1.27 -2.14 0.66  C7 1.064
16 H -3.60 0.69 -0.24  O9 0.921

***

[4]
Formula: C3H7N5O4S
Source: the Open Molecules 2025 dataset
Level of theory: ωB97M-V with the def2-TZVPD basis set

## Properties
2S+1 = 3
gap between HOMO and LUMO (spin up / spin down) = 0.201 / 0.226 hartree
expectation value of S² = 2.014
max |F| = 0.09734 Eh/bohr

Bonds (Å) are listed after each position.
Positions of all 20 atoms, in Å:
1 C 1.71 -1.06 0.14  N4 1.317, N6 1.449, O10 1.236
2 C -1.11 0.86 -0.75  N5 1.360, N7 1.322, S13 1.651
3 C -1.07 1.51 2.23  O9 1.324, O11 1.188, O12 1.384
4 N 2.09 -0.31 -0.88  C1 1.317, H14 0.933, H15 0.978
5 N -1.06 0.13 -1.89  C2 1.360, H16 1.006, H17 0.959
6 N 0.29 -1.03 0.44  C1 1.449, N7 1.707, N8 1.293
7 N -0.21 0.58 0.18  C2 1.322, N6 1.707, O12 1.381
8 N -0.16 -1.67 1.46  N6 1.293, H18 1.029, H19 1.066
9 O -0.93 2.63 2.93  C3 1.324, H20 1.010
10 O 2.37 -1.85 0.82  C1 1.236
11 O -1.90 0.67 2.31  C3 1.188
12 O -0.05 1.35 1.31  C3 1.384, N7 1.381
13 S -2.04 2.23 -0.69  C2 1.651
14 H 1.53 0.37 -1.19  N4 0.933
15 H 3.02 -0.37 -1.16  N4 0.978
16 H -0.36 -0.58 -2.00  N5 1.006
17 H -1.43 0.51 -2.69  N5 0.959
18 H -1.09 -2.13 1.46  N8 1.029
19 H 0.10 -1.33 2.44  N8 1.066
20 H 0.02 2.98 2.94  O9 1.010

***

The highest max |F| belongs to which entry?
number 3